The following is a DFT calculation (ωB97M-V with the def2-TZVPD basis set) of a 18-piece molecular cluster, C16H68O26 overall at a distorted geometry.

The total energy is -2606.48812 hartree. The calculation puts the frontier orbital gap at 9.2 eV. The calculation puts the LUMO energy at -0.0139 Ha. As for the energy above the lowest of the compared OMol25 structures with the same formula, charge and spin: 50.82 kcal/mol. As for the max |F|: 0.0615 hartree/bohr. Its HOMO energy is -9.62 eV.

Structure (ORCA input):
```
! RIJCOSX wB97M-V def2-TZVPD def2/J DEFGRID3
* xyz 0 1
O -2.06 1.08 5.51
H -2.06 1.24 4.57
H -1.81 0.16 5.60
O -2.46 3.86 3.94
H -2.44 3.33 3.14
H -2.89 3.30 4.59
O 1.89 1.79 3.64
H 1.65 1.76 2.71
H 1.83 0.88 3.93
O -3.24 2.79 -1.27
H -3.19 1.86 -1.45
H -3.15 3.21 -2.12
O -2.77 0.96 2.82
H -3.23 1.50 2.18
H -3.35 0.22 2.97
O -4.06 -1.56 3.00
H -4.44 -2.10 2.31
H -3.24 -2.01 3.23
O 2.56 -1.76 -0.09
H 2.88 -0.90 0.18
H 1.97 -1.58 -0.81
O -4.88 -2.40 0.48
H -5.75 -2.13 0.19
H -4.31 -2.22 -0.27
O 1.37 -0.79 4.10
H 1.51 -1.68 3.78
H 0.68 -0.88 4.75
O 1.74 2.93 0.28
H 0.98 2.60 0.76
H 1.48 3.82 0.03
C 5.12 2.55 0.13
C 4.65 1.63 1.25
O 3.46 0.92 0.78
O 5.68 1.79 -0.95
H 5.81 3.31 0.49
H 4.31 3.02 -0.44
H 4.58 2.24 2.15
H 5.43 0.87 1.34
H 2.80 1.60 0.61
H 5.67 2.32 -1.75
C 4.22 -2.62 3.17
C 3.10 -3.64 2.84
O 1.95 -2.87 2.50
O 5.25 -3.39 3.83
H 3.87 -1.83 3.83
H 4.59 -2.08 2.30
H 2.91 -4.30 3.69
H 3.45 -4.17 1.96
H 2.17 -2.53 1.63
H 5.61 -3.07 4.67
C -0.04 -3.15 -3.91
C 1.13 -2.69 -3.03
O 0.87 -1.45 -2.39
O -0.07 -2.35 -5.03
H -0.91 -3.11 -3.25
H 0.08 -4.18 -4.24
H 2.03 -2.62 -3.64
H 1.23 -3.40 -2.21
H 0.61 -0.86 -3.09
H -0.90 -2.51 -5.48
C -3.08 0.31 -3.94
C -3.12 -0.57 -2.66
O -3.67 0.10 -1.56
O -4.33 0.60 -4.34
H -2.44 -0.20 -4.66
H -2.61 1.29 -3.79
H -2.10 -0.82 -2.37
H -3.75 -1.43 -2.88
H -4.60 0.22 -1.75
H -4.28 1.32 -4.98
C -1.00 4.66 -0.06
C 0.10 5.79 0.19
O 1.20 5.64 -0.71
O -2.20 4.79 0.71
H -0.60 3.70 0.25
H -1.31 4.71 -1.10
H 0.48 5.73 1.20
H -0.33 6.78 0.04
H 1.04 6.06 -1.56
H -2.77 4.11 0.34
C -1.54 -4.59 1.12
C -0.99 -5.03 -0.19
O -2.09 -5.23 -1.05
O -2.10 -5.65 1.91
H -2.27 -3.78 1.11
H -0.68 -4.35 1.75
H -0.26 -5.84 -0.14
H -0.40 -4.21 -0.61
H -1.78 -5.83 -1.72
H -2.75 -6.05 1.33
C -1.37 -0.75 0.47
C -0.59 0.49 0.13
O -0.39 1.26 1.30
O -0.99 -1.39 1.73
H -1.15 -1.48 -0.31
H -2.45 -0.63 0.34
H -1.22 1.04 -0.57
H 0.42 0.34 -0.25
H -1.08 0.99 1.92
H -0.06 -1.60 1.70
C 1.75 2.32 -3.03
C 0.44 1.99 -3.83
O 0.38 0.65 -4.28
O 3.01 2.20 -3.79
H 1.82 1.59 -2.23
H 1.64 3.37 -2.76
H 0.39 2.74 -4.62
H -0.43 2.13 -3.20
H 1.20 0.39 -4.70
H 3.00 1.38 -4.28
*
```

---

The following is a DFT calculation (ωB97M-V with the def2-TZVPD basis set) of C16H6AgCl5I as an isolated structure.

The total energy is -3358.97905 hartree. The calculation puts the frontier orbital gap at 7.2 eV. The calculation puts the LUMO energy at 0.0969 Ha. As for the energy above the lowest of the compared OMol25 structures with the same formula, charge and spin: 0.00 kcal/mol. As for the max |F|: 0.0091 hartree/bohr. Its HOMO energy is -4.60 eV.

Structure (ORCA input):
```
! RIJCOSX wB97M-V def2-TZVPD def2/J DEFGRID3
* xyz -1 1
Ag 0.45 0.46 0.12
I 0.71 -1.80 2.22
C 2.70 -1.81 1.52
C 3.60 -2.37 2.38
C 4.95 -2.49 2.00
C 5.34 -2.06 0.76
C 4.41 -1.49 -0.14
C 4.84 -1.09 -1.43
C 3.93 -0.57 -2.31
C 2.59 -0.38 -1.92
C 2.10 -0.70 -0.67
C 3.04 -1.31 0.23
H 3.28 -2.73 3.35
H 5.67 -2.92 2.69
H 6.37 -2.17 0.44
H 5.88 -1.21 -1.70
H 4.26 -0.26 -3.30
H 1.92 0.06 -2.65
Cl -1.19 1.59 3.07
C -0.24 2.78 2.19
C 0.12 2.50 0.88
C 0.81 3.51 0.24
Cl 1.26 3.29 -1.44
C 1.17 4.72 0.84
Cl 2.05 5.94 -0.01
C 0.81 4.94 2.17
Cl 1.25 6.41 2.96
C 0.08 3.96 2.85
Cl -0.41 4.25 4.49
*
```

---

The following is a DFT calculation (ωB97M-V with the def2-TZVPD basis set) of C16H6Br2F5N2O4SeTc as an isolated structure.

The total energy is -9153.01706 hartree. The calculation puts the frontier orbital gap (alpha / beta) at 7.8 / 6.7 eV. The calculation puts the LUMO energy (alpha / beta) at -0.1755 / -0.2142 Ha. As for the max |F|: 0.0080 hartree/bohr. Its HOMO energy (alpha / beta) is -12.54 / -12.55 eV.

Structure (ORCA input):
```
! RIJCOSX wB97M-V def2-TZVPD def2/J DEFGRID3
* xyz 1 4
Tc -0.57 -1.36 -0.22
Br -1.98 4.67 -2.78
C -1.64 2.99 -2.05
C -2.66 2.23 -1.50
C -2.35 1.00 -0.97
N -1.10 0.53 -0.96
C -0.10 1.25 -1.50
C -0.33 2.49 -2.06
C 1.24 0.61 -1.44
C 2.38 1.16 -1.99
C 3.58 0.46 -1.86
Br 5.14 1.16 -2.59
C 3.60 -0.76 -1.20
C 2.42 -1.25 -0.68
N 1.27 -0.57 -0.79
H -3.68 2.59 -1.49
H -3.11 0.36 -0.54
H 0.47 3.08 -2.48
H 2.35 2.10 -2.51
H 4.52 -1.33 -1.09
H 2.37 -2.20 -0.17
O -2.00 -4.93 -1.55
Se -1.40 -3.50 -1.26
O -0.15 -3.31 -0.06
O -2.35 -2.31 -0.43
O -0.74 -2.46 -2.35
F -1.57 -2.69 2.39
C -1.02 -1.52 2.71
C -0.49 -0.70 1.71
C 0.06 0.51 2.12
F 0.60 1.36 1.23
C 0.08 0.90 3.45
F 0.61 2.06 3.80
C -0.46 0.06 4.41
F -0.44 0.42 5.68
C -1.01 -1.16 4.04
F -1.53 -1.95 4.97
*
```

---

The following is a DFT calculation (ωB97M-V with the def2-TZVPD basis set) of a 27-piece molecular cluster, C16H80BN4O29 overall at a distorted geometry.

The total energy is -3083.07913 hartree. The calculation puts the frontier orbital gap at 8.0 eV. The calculation puts the LUMO energy at -0.1436 Ha. As for the max |F|: 0.1222 hartree/bohr. Its HOMO energy is -11.90 eV.

Structure (ORCA input):
```
! RIJCOSX wB97M-V def2-TZVPD def2/J DEFGRID3
* xyz 1 1
C 0.25 -1.60 0.73
O 0.59 -1.25 -0.65
B -0.36 -0.29 -1.19
O -1.53 -0.72 -1.93
C 0.04 1.29 -0.95
O 1.47 1.36 -0.75
C 2.22 1.65 -1.96
C 2.82 0.36 -2.71
C 2.73 0.70 -4.31
C 4.39 0.09 -2.42
C 4.70 -0.74 -1.07
C 3.98 -2.16 -0.96
C 4.48 0.20 0.25
N -0.68 2.35 -1.70
C -0.48 3.53 -0.87
N -0.13 4.77 -1.23
N -0.67 3.20 0.55
C -0.49 1.70 0.53
C -1.98 1.21 0.94
C -3.20 1.30 0.02
C -4.66 0.86 0.36
C -4.74 0.32 1.88
C -3.41 0.34 2.64
N -2.11 0.71 2.25
H 0.46 -2.72 0.87
H 0.96 -1.03 1.43
H -0.84 -1.35 0.95
H -1.45 -1.71 -1.92
H 1.68 2.28 -2.74
H 3.13 2.28 -1.63
H 2.23 -0.60 -2.57
H 2.72 -0.33 -4.84
H 3.64 1.33 -4.63
H 1.76 1.23 -4.59
H 4.96 1.09 -2.35
H 4.85 -0.47 -3.31
H 5.83 -0.95 -1.08
H 4.57 -3.01 -1.47
H 3.96 -2.43 0.16
H 2.90 -2.19 -1.31
H 5.46 0.19 0.85
H 4.32 1.28 -0.08
H 3.68 -0.21 0.95
H -0.46 2.47 -2.70
H 0.08 5.43 -0.46
H -0.03 5.12 -2.19
H 0.10 3.58 1.12
H 0.15 1.34 1.40
H -3.03 1.72 -1.03
H -5.54 0.91 -0.35
H -5.74 -0.02 2.34
H -3.50 -0.02 3.73
O -0.79 0.05 -4.88
H -1.06 -0.05 -3.95
H -1.22 0.87 -5.16
O 7.28 -1.30 -2.99
H 8.25 -1.35 -3.03
H 7.00 -1.79 -3.78
O -4.79 -1.59 4.53
H -5.12 -2.45 4.24
H -4.64 -1.71 5.48
O -3.78 -0.78 -4.84
H -3.56 -1.07 -3.95
H -2.92 -0.62 -5.25
O 6.90 0.85 -5.16
H 7.70 1.38 -5.09
H 7.08 0.10 -4.57
O -5.62 0.18 6.80
H -6.24 0.78 7.24
H -5.50 0.58 5.93
O 6.57 2.23 -0.07
H 6.21 2.79 0.63
H 6.19 2.59 -0.88
O -0.52 5.57 3.51
H 0.45 5.53 3.49
H -0.79 5.07 2.74
O 1.96 -1.85 -6.46
H 1.35 -1.25 -6.02
H 2.09 -1.45 -7.33
O -6.49 1.09 9.73
H -5.70 1.65 9.80
H -6.31 0.35 10.32
O -4.95 -0.66 11.73
H -4.72 -0.95 12.63
H -4.09 -0.49 11.32
O -4.18 -3.38 11.28
H -4.52 -2.48 11.30
H -4.96 -3.93 11.40
O 1.93 4.21 2.91
H 2.05 3.79 3.77
H 2.60 3.79 2.35
O 2.94 6.06 4.96
H 2.33 6.66 5.40
H 3.07 6.46 4.09
O 6.70 1.41 -8.14
H 6.36 0.56 -8.43
H 6.86 1.29 -7.20
O -8.26 1.87 7.25
H -8.54 2.78 7.41
H -7.76 1.64 8.05
O 4.20 4.61 1.03
H 4.40 5.54 0.88
H 3.54 4.40 0.36
O -1.04 -2.29 -7.41
H -1.28 -2.98 -6.78
H -0.94 -1.50 -6.87
O -2.26 -4.42 -9.40
H -2.50 -5.11 -8.77
H -2.15 -3.63 -8.85
O -7.70 -1.23 0.58
H -6.91 -0.68 0.65
H -7.51 -1.97 1.18
O -6.14 -2.82 8.46
H -5.95 -1.89 8.31
H -6.80 -3.04 7.78
O -8.43 -2.67 10.72
H -9.08 -2.12 10.27
H -7.70 -2.74 10.08
O 5.13 -1.15 -9.20
H 4.81 -1.85 -8.63
H 4.76 -1.35 -10.07
O 2.07 -5.12 -5.49
H 2.28 -4.19 -5.63
H 1.41 -5.32 -6.16
O 1.17 -6.90 -3.13
H 0.56 -6.30 -2.69
H 1.30 -6.49 -4.00
O 4.92 -3.79 -4.06
H 4.01 -3.57 -4.29
H 4.88 -4.70 -3.75
*
```

---

The following is a DFT calculation (ωB97M-V with the def2-TZVPD basis set) of C16H8B3Br4O26V as an isolated structure at a distorted geometry.

The total energy is -13886.32425 hartree. The calculation puts the frontier orbital gap at 8.6 eV. The calculation puts the LUMO energy at 0.1058 Ha. As for the energy above the lowest of the compared OMol25 structures with the same formula, charge and spin: 10.92 kcal/mol. As for the max |F|: 0.0440 hartree/bohr. Its HOMO energy is -5.74 eV.

Structure (ORCA input):
```
! RIJCOSX wB97M-V def2-TZVPD def2/J DEFGRID3
* xyz -2 1
O 2.51 -2.18 -1.76
V 1.75 -1.02 -0.93
O 1.42 0.23 -1.85
O -4.87 1.10 2.52
C -4.40 0.64 1.53
O -3.83 -0.56 1.40
B -3.37 -0.71 0.03
O -4.04 0.35 -0.73
C -4.51 1.26 0.11
O -4.93 2.34 -0.14
O -3.66 -2.05 -0.52
C -2.57 -2.55 -1.06
O -2.43 -3.64 -1.51
C -1.44 -1.53 -0.84
O -1.88 -0.56 -0.12
O -0.32 -1.69 -1.27
O 3.61 0.04 -0.15
C 4.07 0.86 0.62
O 3.82 0.96 1.89
B 4.73 1.98 2.50
O 5.64 2.35 1.40
C 5.24 1.82 0.26
O 5.66 1.99 -0.84
O 5.41 1.45 3.68
C 4.97 2.08 4.76
O 5.25 1.82 5.90
C 4.10 3.27 4.29
O 4.01 3.17 2.96
O 3.53 4.05 4.98
O -2.67 3.94 2.95
C -1.77 3.18 3.06
O -1.53 2.15 2.24
B -0.48 1.34 2.83
O 0.17 2.16 3.83
C -0.62 3.20 4.10
O -0.46 4.01 4.95
O -1.02 0.06 3.39
C -0.32 -0.96 2.93
O -0.42 -2.10 3.23
C 0.60 -0.41 1.82
O 0.51 0.86 1.78
O 1.33 -1.12 1.14
Br -0.72 -0.18 -4.85
C -1.46 1.24 -3.77
C -2.51 1.99 -4.54
Br -3.57 3.09 -3.32
H -0.60 1.84 -3.49
H -1.84 0.81 -2.85
H -3.16 1.36 -5.14
H -2.06 2.73 -5.20
Br -0.77 -7.75 -4.21
C -0.33 -5.90 -4.65
C 0.06 -5.17 -3.39
Br 0.63 -3.39 -3.88
H -1.14 -5.39 -5.16
H 0.49 -6.01 -5.34
H 0.92 -5.69 -2.95
H -0.72 -5.17 -2.63
*
```

---

The following is a DFT calculation (ωB97M-V with the def2-TZVPD basis set) of C17H10Cl3LaNO8S3 as an isolated structure at a distorted geometry.

The total energy is -3917.43424 hartree. The calculation puts the frontier orbital gap (alpha / beta) at 3.2 / 6.4 eV. The calculation puts the LUMO energy (alpha / beta) at 0.1523 / 0.1523 Ha. As for the energy above the lowest of the compared OMol25 structures with the same formula, charge and spin: 0.00 kcal/mol. As for the max |F|: 0.0313 hartree/bohr. Its HOMO energy (alpha / beta) is 0.94 / -2.28 eV.

Structure (ORCA input):
```
! RIJCOSX wB97M-V def2-TZVPD def2/J DEFGRID3
* xyz -2 2
La -0.22 0.05 -0.81
O -0.28 1.05 1.37
S -0.02 -0.24 2.12
O 0.93 -0.07 3.19
O 0.41 -1.26 1.10
C -1.48 -0.86 2.76
C -1.55 -1.05 4.16
C -2.61 -1.70 4.75
C -3.71 -2.22 3.93
C -3.69 -2.04 2.56
C -2.63 -1.39 1.90
S -2.81 -1.11 0.22
O -4.14 -1.50 -0.16
O -2.53 0.35 0.03
O -1.74 -1.86 -0.54
H -0.72 -0.69 4.76
H -2.62 -1.83 5.83
H -4.55 -2.74 4.39
H -4.51 -2.40 1.95
Cl 6.37 -3.35 0.50
C 4.92 -2.68 -0.26
C 4.39 -1.49 0.20
C 3.25 -1.00 -0.39
Cl 2.62 0.54 0.16
C 2.54 -1.65 -1.43
O 1.44 -1.20 -1.94
C 3.16 -2.84 -1.87
Cl 2.41 -3.72 -3.19
C 4.32 -3.36 -1.30
H 4.86 -0.95 1.01
H 4.73 -4.28 -1.68
O 0.69 1.99 -1.61
N 0.05 2.98 -2.18
C 0.54 4.21 -1.99
C -0.02 5.30 -2.59
C -1.14 5.11 -3.40
C -1.65 3.88 -3.57
C -1.06 2.73 -2.95
S -1.64 1.14 -3.16
H 1.40 4.23 -1.34
H 0.41 6.27 -2.43
H -1.61 5.96 -3.89
H -2.52 3.71 -4.17
*
```